1.
90
Properties=species:S:1:pos:R:3:forces:R:3 method="wB97M-V/def2-TZVPD" homo_energy_ev=-8.9 molar_mass_g_mol=570.740 de_lowest_kcal_mol=59.4 lumo_energy_ev=0.461 gap_ev=9.3 smiles="CN(C)C=O.CN(C)C=O.CN(C)C=O.CN(C)C=O.CN(C)C=O.CC#N.CC#N.CC#N.CC#N.CC#N" energy_ev=-51871.8596 spin_multiplicity=1
O -4.546334 4.789128 -2.381145 -0.476 0.512 -0.174
O 2.805414 0.113848 -3.239409 -0.253 -0.137 0.150
O 4.491750 -4.539998 0.693319 -0.473 0.628 -0.615
O 0.686188 -1.260275 3.269823 0.697 0.573 0.759
O 3.070475 1.386529 0.497997 0.139 -0.500 -0.730
N -1.925970 1.865363 -1.546612 3.176 0.816 -1.623
N 1.524602 -5.165939 2.435839 1.224 -0.034 0.719
N -6.000374 3.276925 -1.546500 0.822 -2.640 -0.477
N -0.835400 -0.814207 1.634631 0.130 1.566 -1.918
N 0.012463 4.404101 0.364642 0.168 -0.202 -0.129
N 4.930475 -0.106421 -2.389746 0.197 -0.457 -0.296
N 3.020079 -2.805277 0.357880 0.670 -0.785 -0.041
N -7.999662 -1.527955 1.390300 -1.431 3.448 2.576
N 2.334373 2.332187 2.397496 0.570 -0.498 1.432
N -1.679410 -3.276050 -2.204404 1.892 2.096 -1.491
C -0.074363 -1.592255 2.396965 -0.541 -0.621 0.256
C -7.317318 2.948296 -1.078241 -0.171 0.570 -0.149
C -7.118068 -3.465298 -0.130809 -1.887 1.527 0.339
C 2.582720 2.322641 1.105608 0.063 1.075 -1.158
C -7.707478 -2.390006 0.745937 1.956 -4.408 -3.084
C -0.866420 2.112174 -2.007526 -4.029 -0.960 1.810
C -1.053326 -2.430814 -2.729883 -2.308 -2.427 2.028
C -1.126861 4.534786 0.346665 1.121 0.689 0.046
C -0.454808 -1.273617 -3.352257 -0.825 -0.389 -0.928
C 3.851823 0.578858 -2.828153 0.553 0.148 -0.339
C -5.652031 4.514405 -1.946856 -0.058 -0.080 0.774
C 6.024434 0.686673 -1.860797 0.689 -0.949 0.544
C 2.796490 1.186032 3.139458 0.290 -0.430 2.208
C -2.529660 4.769844 0.386326 -1.030 -0.513 -0.703
C 3.554870 -5.801789 3.944112 -0.696 -2.342 -0.066
C 1.934186 -2.286907 -0.389537 0.183 -0.396 -0.920
C 3.255703 -2.162207 1.611882 1.388 0.544 -0.445
C -5.189420 2.067291 -1.943131 0.587 2.334 -0.597
C 5.031714 -1.593222 -2.286861 -2.659 0.372 -0.135
C 2.467849 -5.377635 3.076164 -1.261 0.221 -0.790
C 0.498050 2.301941 -2.375047 1.264 -2.027 1.525
C -0.769150 0.656050 1.743286 0.277 -1.026 1.234
C 1.902916 3.494038 3.126562 -0.741 0.383 -0.942
C -1.521483 -1.391901 0.469620 -2.949 -0.148 2.605
C 3.639200 -3.963999 0.022680 -0.735 -0.435 0.413
H 4.352211 -2.230988 1.775196 -0.578 0.566 0.193
H -2.957471 4.735445 -0.629622 0.098 0.034 0.352
H -0.013302 -1.624672 -4.275278 0.233 0.230 -0.347
H -4.412827 2.494542 -2.597573 -0.094 -0.526 0.289
H -1.375492 -0.873977 -0.452678 0.422 0.386 -0.448
H 1.092911 3.136046 3.762401 0.206 0.512 0.519
H 2.000943 -2.701140 -1.367405 -0.321 -0.545 -0.963
H 3.108834 -6.110392 4.896703 0.187 0.826 0.208
H 7.033188 0.395610 -2.216367 -0.647 -0.071 -0.341
H 4.789022 -1.982904 -1.271455 0.680 0.660 -0.361
H 1.004414 -2.536954 0.047456 -1.165 -0.327 0.449
H 2.865776 -1.142125 1.435998 0.606 -0.495 0.749
H -2.657807 -1.326679 0.751923 1.699 -0.044 -0.993
H 2.899318 0.357116 2.444251 -0.073 0.130 0.509
H 5.881339 1.740419 -2.083400 -0.071 -0.036 0.246
H -1.775960 1.026985 1.957194 0.220 0.164 0.125
H 0.304011 -0.835687 -2.755045 0.695 0.484 0.604
H -1.332030 -2.461182 0.407585 0.285 0.123 -0.223
H 6.013865 -1.887741 -2.619824 0.127 -0.286 -0.142
H -7.618120 3.898601 -0.613126 -1.005 -0.642 -0.089
H 1.969051 -1.231995 -0.551496 0.365 0.976 0.261
H 0.838473 3.280522 -2.266594 0.231 1.846 -0.253
H -4.699566 1.567875 -1.119183 -0.085 0.090 0.374
H 3.168513 -4.389246 -0.906047 0.702 0.127 0.319
H 1.089273 1.758937 -1.587723 -0.420 0.284 -0.453
H -1.273539 -0.576613 -3.576821 0.392 0.017 0.074
H -7.289157 2.137562 -0.340186 0.119 0.368 0.005
H -7.024677 -4.402875 0.375096 -0.107 -0.466 0.256
H 3.773424 1.362092 3.673113 -0.500 0.101 -0.880
H -5.772427 1.363573 -2.515413 -0.529 -0.123 -0.084
H -2.906858 3.934791 0.947354 -0.676 -0.421 0.218
H 6.047549 0.467853 -0.795013 0.112 0.621 0.335
H 4.165122 -2.059898 -2.884198 1.601 0.850 0.341
H -0.034517 0.856268 2.548611 -0.755 0.054 -0.197
H -0.324365 -2.624823 2.205620 0.289 -0.986 -0.155
H -7.937369 2.585195 -1.927693 -0.047 0.506 0.600
H 4.396635 -5.146079 4.010864 0.257 0.416 0.062
H -2.829009 5.675665 0.890528 0.259 0.359 0.075
H 0.816847 1.807990 -3.266618 -0.097 -0.025 -0.876
H 4.086160 1.682468 -2.846202 -0.473 -0.694 0.082
H 3.860109 -6.822468 3.601130 0.224 0.974 -0.257
H 1.476461 4.212446 2.416273 -0.071 -0.235 0.065
H -6.174871 -3.086829 -0.400696 1.385 0.215 -0.406
H 2.705330 4.044498 3.618389 0.053 -0.441 0.486
H -7.725251 -3.521078 -1.042104 0.117 -0.298 0.297
H 2.318231 3.279054 0.624075 -0.079 -0.153 -0.121
H 2.775931 -2.670363 2.423824 -0.537 -0.071 0.489
H 2.132326 0.931964 4.018905 0.187 0.180 -1.338
H -6.493224 5.249420 -1.720487 0.916 -0.356 -0.411
H -0.385678 1.148445 0.875512 0.131 0.045 -0.911


2.
8
Properties=species:S:1:pos:R:3:forces:R:3 method="wB97M-V/def2-TZVPD" homo_energy_ev=-8.7 molar_mass_g_mol=78.026 de_lowest_kcal_mol=38.3 lumo_energy_ev=0.834 gap_ev=9.5 smiles="C=CPF" energy_ev=-14142.7067 spin_multiplicity=1
P -1.157124 -0.221018 -1.353207 1.909 -0.693 1.965
F -2.562414 -0.751315 -0.760427 0.195 0.332 0.283
C 1.185153 0.607895 0.352507 0.220 0.774 0.921
C -0.035695 0.061720 0.264806 -0.938 1.215 0.439
H 1.623890 0.727733 1.417372 -0.453 -0.386 -2.148
H 1.686283 1.094832 -0.516655 -0.307 -0.490 0.925
H -0.471818 -0.343306 1.192672 -0.056 0.195 -0.496
H -0.268274 -1.176542 -0.597068 -0.571 -0.947 -1.890


3.
17
Properties=species:S:1:pos:R:3:forces:R:3 method="wB97M-V/def2-TZVPD" homo_energy_ev=-10.0 molar_mass_g_mol=106.121 de_lowest_kcal_mol=57.5 lumo_energy_ev=0.852 gap_ev=10.9 smiles=COC[C@@H](O)CO energy_ev=-10450.7481 spin_multiplicity=1
O -0.629250 0.550132 1.168534 0.189 -0.116 0.847
O -2.675522 0.583963 -0.763078 0.227 0.271 0.135
O 1.488803 -0.102129 0.395317 -0.416 -0.144 -0.733
C 0.354293 -0.316216 -0.618576 0.873 -0.043 0.212
C -0.823561 -0.583988 0.343544 0.360 -0.126 -0.112
C 2.689276 0.628592 0.133203 -0.104 -0.020 -0.438
C -2.292366 -0.628532 -0.163224 0.465 -0.197 0.088
H -0.659084 -1.528160 0.887282 0.099 0.144 0.028
H 0.414690 0.527556 1.190289 -2.008 0.448 0.518
H -2.485943 -1.433190 -0.888992 0.389 0.204 0.148
H 2.548196 1.717159 0.197961 -0.191 -0.228 -0.154
H -2.940542 -0.850700 0.708578 0.404 0.115 -0.156
H 3.064336 0.355581 -0.851307 0.119 0.154 -0.140
H -2.323152 1.254379 -0.159295 -0.135 0.166 -0.152
H 0.757153 -1.105493 -1.239380 -0.399 -0.291 -0.266
H 3.471453 0.364506 0.869715 -0.703 -0.179 -0.191
H 0.041217 0.566547 -1.210573 0.830 -0.157 0.367


4.
64
Properties=species:S:1:pos:R:3:forces:R:3 method="wB97M-V/def2-TZVPD" homo_energy_ev=-11.1 molar_mass_g_mol=356.578 de_lowest_kcal_mol=124.0 total_charge=+1 lumo_energy_ev=-2.163 gap_ev=9.0 energy_ev=-28913.1037 spin_multiplicity=1
N -1.211641 0.586640 -2.304246 -1.994 0.412 -5.695
N 1.548834 -1.342736 2.240685 3.189 -0.238 0.536
N 2.243046 -0.671194 -0.058176 -0.698 4.172 -5.836
C -1.857629 1.528309 -4.668814 -3.608 1.871 7.392
C -2.216941 1.716836 2.980338 2.130 -2.206 1.345
C -3.561474 1.116325 -2.294804 -6.521 -4.405 0.888
C -3.264362 0.914924 -4.757791 -0.556 2.876 -4.268
C 2.189991 -2.584058 1.997368 2.482 1.561 -5.365
C 2.669558 -0.474904 2.776638 -9.446 3.060 4.557
C 1.883142 -1.462241 -1.282950 2.015 2.578 -1.433
C -1.387729 1.525070 4.209271 -9.779 9.456 -2.622
C 3.489494 0.195762 1.948769 9.206 -5.714 -5.319
C 2.095245 1.057815 -0.462930 -6.134 -2.779 2.339
C 3.509817 -0.840075 0.496932 1.622 4.279 2.824
C -0.595851 0.650475 4.232747 11.495 -14.955 -2.284
C 0.883742 1.281242 -1.588930 10.844 5.922 -1.969
C -2.647225 0.007209 -2.091661 6.090 -3.248 4.068
C -0.968828 0.638737 -3.812438 4.118 2.915 0.568
C 3.573248 -2.132806 1.015564 -0.799 -8.774 0.362
C -0.540184 -0.399409 3.060268 -0.571 2.223 -0.862
C 0.614160 -0.975043 -1.772865 -7.479 -8.265 0.573
C -0.014005 0.294438 -1.627568 -7.806 -1.575 6.090
C -4.304129 0.888156 -3.692594 7.251 12.080 1.830
C -1.347582 -0.186057 1.818906 1.552 0.081 5.709
C -2.252997 0.928922 1.849714 4.550 -1.226 5.310
C 0.509024 -1.569120 3.108303 -6.926 0.358 -1.354
H -2.811983 1.120889 1.079244 -3.318 1.234 -4.109
H -3.565587 1.217632 -5.896200 -0.471 -0.105 2.806
H -1.446488 2.107949 5.092377 -0.705 1.309 0.259
H -1.426753 -1.014004 1.159029 0.125 -0.385 -0.901
H 0.527405 -2.127699 3.994581 1.514 0.194 2.333
H -5.120749 0.432457 -3.813307 -6.004 -4.253 -0.485
H 4.484258 -2.521375 1.518447 -0.425 1.199 0.108
H -4.479879 0.976483 -1.430752 2.458 0.590 -2.247
H -4.592295 2.125421 -3.779892 -0.383 -3.067 0.075
H 1.615686 -3.355369 1.499148 -0.474 0.270 -0.283
H -0.824588 -0.319344 -4.301560 -0.219 -0.528 0.075
H -2.638890 -1.061524 -2.604983 -0.922 2.385 0.714
H 4.336339 -0.475742 -0.089758 0.095 -0.124 -0.578
H -3.040092 -0.000781 -5.003895 1.187 -5.711 -1.123
H 0.711065 2.394410 -1.717008 -0.561 -1.428 0.809
H -1.547262 1.719127 -5.597624 1.682 0.634 -3.361
H 4.609950 -0.230986 2.338041 -2.322 2.066 -1.271
H 2.757076 -3.023573 2.694634 1.264 -1.474 3.760
H 0.195761 0.379249 5.009154 -1.448 0.657 -0.693
H 3.028050 1.441648 -0.646557 2.235 0.541 -0.755
H 2.360135 -0.981081 -2.160445 2.055 -0.814 0.714
H -0.152488 -2.383252 2.648343 0.821 0.738 -0.389
H 1.575124 -0.856807 0.653123 -1.536 -0.074 1.543
H -0.670992 0.358049 -0.491622 2.521 -0.265 -2.041
H -2.467980 -0.218942 -0.919348 -1.015 0.065 -2.215
H 3.530165 -3.056522 0.220086 0.078 2.530 1.147
H -3.045018 1.976795 -2.055457 0.598 2.105 -0.269
H 1.654555 1.156811 -2.557319 -1.896 0.270 1.651
H 2.080501 -2.529964 -1.208144 -0.335 0.294 -0.009
H 1.697011 1.366190 0.565280 0.606 -0.100 -1.528
H -2.040946 2.576415 -4.045923 0.974 -2.189 -1.765
H 2.993568 -0.836283 3.684809 1.226 -1.361 1.755
H 3.540534 1.178923 1.713730 -0.342 2.832 -0.335
H -2.780784 2.522758 3.135704 -2.702 3.106 -0.294
H -0.340538 -1.773862 -0.959017 2.263 1.753 -2.271
H 2.061221 0.520503 3.162750 0.531 -2.419 -0.040
H 0.155928 1.202242 -3.910164 -2.795 -1.683 0.112
H 0.255475 -1.434946 -2.792001 1.414 0.751 1.713


5.
54
Properties=species:S:1:pos:R:3:forces:R:3 method="wB97M-V/def2-TZVPD" homo_energy_ev=-12.1 molar_mass_g_mol=374.542 total_charge=+1 lumo_energy_ev=-3.640 gap_ev=8.5 energy_ev=-46169.8597 spin_multiplicity=1
K 4.873662 -0.809342 0.300595 1.362 1.160 1.804
O 2.216871 1.358545 -1.896174 0.372 -1.505 1.986
O 0.303186 -0.469544 0.513845 0.791 0.922 1.244
O 2.443549 -0.080191 0.101078 0.477 1.184 1.234
O 1.719034 -0.004338 2.312585 0.489 -0.455 -0.065
N 2.817615 -3.477013 -3.752170 -0.365 1.362 1.317
C 1.300813 -1.483406 -3.214333 2.503 -0.352 1.956
C 4.080977 2.561359 -2.861501 -0.587 0.423 0.895
C -4.587534 -0.535965 3.590469 0.656 -0.517 0.501
C -0.891243 0.606008 -1.526893 -0.991 0.385 0.995
C 3.624387 1.555468 -1.723038 1.009 1.294 -0.710
C -3.580059 0.408840 1.431918 0.247 -1.236 -0.647
C 3.290594 -2.036946 -1.840677 -0.995 1.215 0.280
C 1.512004 -0.172947 1.173828 -1.753 -0.329 -3.010
C -4.453293 -1.555772 4.809007 -0.068 0.262 -0.668
C 2.113401 -1.081144 -2.042410 0.267 -2.911 -2.252
C 0.340983 0.456405 -0.579332 0.385 1.553 -1.764
C -3.582352 -0.843657 2.416481 -0.329 1.836 0.260
C -3.036087 -1.438779 5.513384 -0.390 0.377 -0.049
C 1.752208 -2.665260 -3.947466 -1.003 0.841 -0.453
C 3.661667 4.044956 -2.441365 0.508 -0.286 0.187
C 3.590991 -3.180740 -2.676711 -1.030 2.109 0.639
C -2.890764 -0.001393 0.052910 -0.737 0.605 0.183
C 1.782549 0.218277 -1.158979 -0.460 -1.958 -1.179
C -2.089824 1.175114 -0.625641 0.355 -0.670 0.326
H 4.500901 -3.788837 -2.437241 -1.083 0.468 -0.453
H -5.627297 -0.492998 3.177516 0.764 -0.136 0.467
H -2.246693 -0.904569 0.209696 -0.397 0.837 -0.141
H 5.193770 2.504337 -2.972543 -1.011 -0.065 -0.064
H -3.025190 1.270340 1.893295 -0.741 -0.723 -0.323
H 4.225651 0.606490 -1.767543 -0.772 0.482 -0.435
H -4.352510 0.476634 4.038420 -0.241 -0.869 -0.709
H 3.192961 4.027367 -1.418601 0.285 0.139 -1.063
H -2.513756 -0.534754 5.101568 -0.257 -0.813 0.371
H -2.552471 -0.902518 2.854029 -0.766 -0.395 -0.533
H -3.742362 -0.292325 -0.630475 1.082 0.054 0.513
H -1.623215 1.828716 0.171117 -0.556 -0.608 -0.759
H 4.583078 4.678313 -2.363127 -0.896 -0.448 -0.121
H 0.397168 -0.894254 -3.509706 1.031 -0.820 0.144
H -3.854267 -1.756772 1.829833 0.252 0.594 0.702
H 3.799875 1.999611 -0.698020 -0.079 -0.246 -1.016
H -5.299564 -1.307353 5.509417 0.932 -0.522 -0.535
H -0.683164 1.418233 -2.281598 0.303 -1.128 0.618
H -4.650974 0.664507 1.194834 1.093 0.157 0.473
H -4.570411 -2.604721 4.412839 -0.153 1.010 0.526
H -3.129508 -1.260177 6.622497 0.098 -0.417 -1.133
H 1.124173 -2.924888 -4.841945 0.727 0.146 0.967
H -2.402746 -2.346184 5.315549 -0.583 0.943 0.301
H 0.440487 1.506170 -0.158333 0.030 -1.016 -0.241
H 3.560130 2.306849 -3.826732 0.751 -0.088 1.015
H 3.999008 -1.837214 -0.968488 -2.273 -1.544 -2.858
H -1.235476 -0.342605 -2.008314 0.507 0.771 0.285
H 2.963928 4.524084 -3.170120 0.567 -0.475 0.671
H -2.784862 1.829983 -1.207234 0.672 -0.600 0.321


6.
24
Properties=species:S:1:pos:R:3:forces:R:3 method="wB97M-V/def2-TZVPD" homo_energy_ev=-8.6 molar_mass_g_mol=138.210 de_lowest_kcal_mol=16.6 lumo_energy_ev=0.877 gap_ev=9.5 smiles=Cc1ccc(O)cc1.CC energy_ev=-11606.9153 spin_multiplicity=1
O -0.593777 -0.289210 -3.695011 -0.327 0.958 -0.279
C -0.011869 -0.415318 -2.466730 0.193 -1.471 0.320
C 1.451146 0.528275 -0.782069 0.344 -1.439 -0.717
C -0.292195 -1.506224 -1.619866 0.615 1.338 -0.636
C -1.129960 1.565673 1.281817 -0.253 -0.420 -0.947
C 0.409717 -1.585565 -0.427503 -0.683 -0.698 0.075
C 1.691244 -0.552145 1.469346 1.246 -0.253 -1.463
C -1.866614 0.511184 2.116115 0.393 0.389 -0.236
C 1.297733 -0.614830 0.013977 -0.971 1.315 0.258
C 0.895790 0.534218 -2.059189 0.069 1.343 0.373
H 2.670260 -0.077750 1.510056 0.160 0.052 0.274
H -1.078510 -2.181874 -1.911590 0.033 -0.380 0.092
H 0.142416 -2.415994 0.219042 0.246 0.035 0.158
H -1.346094 0.409823 3.067790 -0.318 -0.416 0.136
H 1.097135 1.402065 -2.677487 -0.113 -0.182 -0.250
H -0.568153 -1.073569 -4.237504 0.076 -0.505 0.205
H -2.007233 -0.438071 1.600621 0.579 -0.161 0.062
H -1.200260 2.538656 1.760510 -0.341 0.227 -0.364
H -0.081025 1.438912 1.034167 0.271 -0.501 0.772
H 0.997727 0.113330 1.959594 -0.262 -0.444 0.699
H -2.892796 0.839614 2.271839 0.026 0.265 0.331
H -1.504980 1.501092 0.252413 -0.540 0.794 0.223
H 1.818134 -1.574230 1.811338 -0.404 0.118 0.749
H 2.102155 1.341942 -0.491670 -0.039 0.034 0.165